[1]
Density functional theory data (ωB97M-V/def2-TZVPD) for an isolated molecule of C2H3F5N2S in a non-equilibrium geometry.

Element x y z (Å)
C (1.29, -0.55, -0.26)
C (0.52, 0.36, 0.64)
N (-0.49, -0.17, 1.41)
N (-1.85, -0.14, -0.75)
F (1.87, -1.60, 0.42)
F (2.36, 0.13, -0.86)
F (0.52, -1.13, -1.14)
F (-0.52, 1.89, -1.15)
F (1.34, 1.24, 1.31)
S (-1.14, 0.91, 0.20)
H (-0.49, 0.16, 2.34)
H (-1.74, -1.04, -0.43)
H (-1.69, -0.06, -1.72)

Computed properties:
E ... -29522.8779 eV
Energy relative to the best compared isomer or geometry (same formula, charge and spin) ... 0.0 kJ/mol
HOMO ... -9.81 eV
Lowest unoccupied orbital energy ... 0.58 eV
HOMO-LUMO gap ... 10.40 eV

---

[2]
Density functional theory data (ωB97M-V/def2-TZVPD) for a cluster of 2 separate species, C2H3FINO in total in a non-equilibrium geometry.

Element x y z (Å)
C (0.07, -0.68, -0.13)
C (-1.30, -0.18, 0.26)
N (1.44, 0.92, 0.24)
O (0.60, -1.70, -0.39)
F (-1.57, 0.97, -0.52)
I (3.24, 0.19, -0.07)
H (-1.32, 0.08, 1.25)
H (-2.11, -0.95, -0.10)
H (0.96, 1.36, -0.54)

Computed properties:
E ... -16474.7668 eV
Energy relative to the best compared isomer or geometry (same formula, charge and spin) ... 238.9 kJ/mol
HOMO ... -8.52 eV
Lowest unoccupied orbital energy ... -0.39 eV
HOMO-LUMO gap ... 8.13 eV

---

[3]
Density functional theory data (ωB97M-V/def2-TZVPD) for a cluster of 2 separate species, C2H3FNP in total in a non-equilibrium geometry.

Element x y z (Å)
C (0.29, 0.49, 0.25)
C (0.12, -0.92, 0.48)
N (1.12, 1.31, -0.17)
F (-1.98, -0.13, -0.99)
P (-1.48, 0.00, 0.57)
H (0.55, -1.48, -0.98)
H (0.58, -1.52, 1.24)
H (0.80, 2.25, -0.40)

Computed properties:
E ... -15615.6303 eV
Energy relative to the best compared isomer or geometry (same formula, charge and spin) ... 181.5 kJ/mol
HOMO ... -8.87 eV
Lowest unoccupied orbital energy ... -0.62 eV
HOMO-LUMO gap ... 8.26 eV

---

[4]
Density functional theory data (ωB97M-V/def2-TZVPD) for a cluster of 2 separate species, C2H3FO2 in total in a non-equilibrium geometry.

Element x y z (Å)
C (-0.68, 0.42, -1.71)
C (0.66, -0.22, 2.47)
O (0.13, -0.16, -1.05)
O (0.95, -1.20, 1.71)
F (0.18, 0.80, 1.73)
H (-1.01, 1.39, -1.30)
H (-0.98, 0.04, -2.65)
H (0.74, -1.07, 0.80)

Computed properties:
E ... -8932.1907 eV
Energy relative to the best compared isomer or geometry (same formula, charge and spin) ... 270.6 kJ/mol
HOMO ... -9.82 eV
Lowest unoccupied orbital energy ... 0.31 eV
HOMO-LUMO gap ... 10.13 eV

---

[5]
Density functional theory data (ωB97M-V/def2-TZVPD) for an isolated molecule of C2H3FO2 in a non-equilibrium geometry.

Element x y z (Å)
F (0.45, 0.97, -1.46)
C (0.20, -0.15, -0.73)
C (-0.48, 0.17, 0.56)
O (0.71, -0.47, 1.15)
O (1.36, -0.61, -0.09)
H (-0.28, -0.90, -1.23)
H (-0.56, 1.24, 1.04)
H (-1.39, -0.25, 0.75)

Computed properties:
E ... -8930.6059 eV
Energy relative to the best compared isomer or geometry (same formula, charge and spin) ... 423.5 kJ/mol
HOMO ... -9.81 eV
Lowest unoccupied orbital energy ... 0.99 eV
SMILES ... F[C@@H]1COO1
HOMO-LUMO gap ... 10.80 eV

---

[6]
Density functional theory data (ωB97M-V/def2-TZVPD) for a cluster of 2 separate species, C2H3FO2 in total in a non-equilibrium geometry.

Element x y z (Å)
C (0.30, -0.14, -1.74)
C (-0.55, 0.07, -0.75)
O (1.14, -0.42, -2.51)
O (-0.18, 0.17, 1.97)
F (1.06, 0.58, 2.17)
H (-0.20, -0.81, 1.70)
H (-0.92, 0.95, -0.98)
H (-0.65, -0.40, 0.15)

Computed properties:
E ... -8925.4919 eV
Energy relative to the best compared isomer or geometry (same formula, charge and spin) ... 375.5 kJ/mol
HOMO (alpha / beta) ... -5.67 / -11.75 eV
Lowest unoccupied orbital energy (alpha / beta) ... 0.50 / -2.29 eV
Multiplicity ... 3
HOMO-LUMO gap (alpha / beta) ... 6.16 / 9.46 eV

---

[7]
Density functional theory data (ωB97M-V/def2-TZVPD) for a structure of composition C2H3FO2PRh in a non-equilibrium geometry.

Element x y z (Å)
P (1.94, -0.64, -0.29)
F (1.85, 0.57, 1.42)
O (-0.78, -1.14, 0.41)
C (-1.92, -0.85, -0.30)
H (-2.42, -1.68, -0.81)
H (1.21, -1.00, -1.46)
C (-2.27, 0.44, -0.50)
O (-1.44, 1.45, -0.17)
Rh (0.03, 0.60, 0.69)
H (-3.25, 0.69, -0.93)

Computed properties:
E ... -21225.7292 eV
HOMO (alpha / beta) ... -8.44 / -9.61 eV
Lowest unoccupied orbital energy (alpha / beta) ... -0.99 / -2.13 eV
Multiplicity ... 5
HOMO-LUMO gap (alpha / beta) ... 7.44 / 7.48 eV

---

[8]
Density functional theory data (ωB97M-V/def2-TZVPD) for a cluster of 2 separate species, C2H3FS2 in total in a non-equilibrium geometry.

Element x y z (Å)
F (-2.50, -1.38, 0.56)
C (-2.23, -0.54, -0.43)
S (-1.24, 0.76, -0.28)
H (-2.65, -0.82, -1.46)
C (2.14, 0.54, 0.57)
S (2.05, 0.04, -1.01)
H (1.27, 0.92, 0.96)
H (3.16, 0.48, 1.08)

Computed properties:
E ... -26508.2443 eV
Energy relative to the best compared isomer or geometry (same formula, charge and spin) ... 155.4 kJ/mol
HOMO ... -8.84 eV
Lowest unoccupied orbital energy ... -0.55 eV
SMILES ... FC=S.C=S
HOMO-LUMO gap ... 8.29 eV